Density functional theory data (the ωB97M-V functional and the def2-TZVPD basis) for a 7-piece molecular cluster, C35H43BrF6N3O21 overall in a non-equilibrium geometry.

## Properties
frontier orbital gap = 6.7299 eV
HOMO level = -11.99 eV
energy relative to the best compared isomer or geometry (same formula, charge and spin) = 0.00 kJ/mol
total charge = +1
multiplicity = 1
DFT total energy = -6276.72692 Eh

Element x y z (Å)
C (-0.383, 4.020, 2.415)
C (1.039, 3.734, 1.892)
C (1.566, 2.363, 2.331)
C (1.232, 3.975, 0.392)
C (0.807, 5.382, -0.067)
C (0.623, 2.894, -0.511)
O (-0.506, 2.225, 0.083)
N (-1.587, 2.154, -0.807)
C (-2.104, 0.795, -0.994)
C (-1.033, -0.188, -1.492)
O (-1.103, -0.575, -2.635)
C (0.036, -0.665, -0.579)
C (1.280, -1.031, -1.090)
C (2.262, -1.447, -0.200)
C (2.007, -1.498, 1.165)
C (0.767, -1.143, 1.675)
C (-0.219, -0.719, 0.794)
C (-2.458, 3.040, -0.166)
N (-2.566, 4.247, -0.700)
N (-3.144, 2.724, 0.994)
C (-4.544, 2.358, 0.673)
C (-4.979, 1.297, 1.675)
O (-4.474, 0.240, 1.838)
Br (-6.516, 1.863, 2.737)
H (-0.907, 3.061, 2.464)
H (-0.386, 4.416, 3.425)
H (-0.960, 4.641, 1.729)
H (1.669, 4.468, 2.393)
H (2.375, 2.032, 1.693)
H (0.782, 1.618, 2.448)
H (2.011, 2.489, 3.311)
H (2.306, 3.934, 0.219)
H (-0.253, 5.447, -0.299)
H (1.376, 5.610, -0.965)
H (1.113, 6.106, 0.684)
H (1.383, 2.172, -0.807)
H (0.295, 3.363, -1.436)
H (-2.838, 0.858, -1.794)
H (-2.618, 0.377, -0.124)
H (1.442, -0.963, -2.155)
H (3.232, -1.696, -0.600)
H (2.778, -1.800, 1.855)
H (0.552, -1.160, 2.731)
H (-1.179, -0.423, 1.189)
H (-2.472, 5.051, -0.090)
H (-2.662, 4.355, -1.700)
H (-3.068, 3.460, 1.691)
H (-5.186, 3.226, 0.774)
H (-4.596, 1.921, -0.322)
C (-2.641, 1.294, 4.073)
C (-1.819, 1.034, 5.315)
O (-1.247, 2.307, 5.568)
C (-2.105, 3.244, 5.078)
O (-2.074, 4.397, 5.332)
O (-3.014, 2.663, 4.242)
F (-0.830, 0.139, 5.092)
H (-2.047, 1.194, 3.161)
H (-3.516, 0.657, 4.000)
H (-2.397, 0.717, 6.184)
C (-6.678, -2.611, 0.249)
C (-7.445, -1.331, 0.025)
O (-8.781, -1.736, 0.196)
C (-8.768, -2.803, 1.064)
O (-9.718, -3.218, 1.626)
O (-7.510, -3.292, 1.188)
F (-7.279, -0.855, -1.243)
H (-6.595, -3.201, -0.658)
H (-5.683, -2.446, 0.657)
H (-7.216, -0.532, 0.733)
C (6.997, -0.436, 3.023)
C (5.993, -1.129, 2.133)
O (4.779, -0.488, 2.496)
C (5.098, 0.771, 2.914)
O (4.316, 1.654, 3.035)
O (6.423, 0.872, 3.154)
F (5.894, -2.451, 2.409)
H (7.061, -0.905, 4.006)
H (7.991, -0.383, 2.587)
H (6.164, -0.999, 1.062)
C (5.323, -3.872, -4.234)
C (5.038, -4.735, -3.027)
O (5.488, -3.912, -1.956)
C (5.351, -2.626, -2.358)
O (5.388, -1.684, -1.632)
O (5.161, -2.551, -3.692)
F (5.756, -5.877, -3.041)
H (6.346, -3.996, -4.590)
H (4.634, -4.044, -5.056)
H (3.984, -4.975, -2.878)
C (-6.701, -6.279, -4.128)
C (-7.829, -5.321, -3.821)
O (-7.817, -5.289, -2.402)
C (-6.540, -5.547, -2.005)
O (-6.127, -5.345, -0.912)
O (-5.813, -6.054, -3.026)
F (-9.022, -5.790, -4.247)
H (-7.038, -7.317, -4.119)
H (-6.209, -6.071, -5.074)
H (-7.683, -4.311, -4.206)
C (7.547, 0.228, -3.591)
C (8.839, -0.334, -4.132)
O (9.576, 0.833, -4.434)
C (9.153, 1.812, -3.578)
O (9.723, 2.825, -3.377)
O (7.985, 1.448, -2.985)
F (8.640, -1.046, -5.272)
H (6.834, 0.453, -4.385)
H (7.069, -0.418, -2.860)
H (9.401, -0.945, -3.424)